(1)
Computed, not measured: a molecular structure, C27H48N5O4PS in a non-equilibrium geometry, with wB97M-V/def2-TZVPD.

Last column: Mulliken charge in e.
Element x y z (Å)
N: 2.04478 -3.30231 -0.99569  -0.6655
P: 1.44932 -1.67000 -0.74936  -0.0177
O: 2.22070 -0.63945 -1.79795  -0.3617
C: -0.35401 -1.75683 -1.23492  -0.0520
C: -0.73921 -2.20534 -2.50430  -0.2865
C: -2.15483 -2.31125 -2.85632  -0.5347
C: -3.10517 -1.95836 -1.90350  0.5732
C: -4.60670 -2.10929 -2.25838  -1.3233
C: -5.09786 -3.59154 -2.31343  -0.4887
C: -5.32057 -4.28178 -0.93129  -0.5135
O: -4.44790 -3.84403 0.09971  -0.4716
C: -2.72467 -1.45130 -0.59923  0.6287
N: -3.62924 -1.07396 0.34040  -0.5227
S: -2.64963 -0.62658 1.57320  0.1737
N: -1.12648 -0.85528 1.02055  -0.6360
C: -1.30807 -1.33931 -0.23338  0.1885
H: 1.42955 -3.75140 -1.67917  0.3115
H: 1.91159 -3.80106 -0.11680  0.3104
H: 3.00597 -0.27330 -1.36594  0.3033
H: 0.06471 -2.46748 -3.20619  0.4468
H: -2.44126 -2.66870 -3.85319  0.4196
H: -5.22532 -1.44279 -1.63416  0.3934
H: -4.68443 -1.72349 -3.30087  0.4498
H: -6.09406 -3.56574 -2.80997  0.3554
H: -4.40403 -4.16161 -2.95792  0.3839
H: -5.14441 -5.37059 -1.09214  0.2924
H: -6.37184 -4.13282 -0.61779  0.2836
H: -3.71818 -4.46392 0.21913  0.2943
C: -6.32011 3.01215 5.46603  -1.7916
C: -5.27790 2.61784 6.55179  1.9733
C: -4.42415 3.83169 6.96702  -1.4178
C: -3.25482 4.16761 6.04201  -0.4925
C: -2.45806 2.91860 5.68331  -1.2924
C: -3.34859 1.81304 5.11104  1.9250
N: -4.46950 1.47411 6.03448  0.3442
O: -3.96996 0.82337 7.05698  -0.5815
C: -3.87927 2.27488 3.73911  -1.8641
C: -2.49957 0.58294 4.77847  -1.9008
C: -6.12541 2.23893 7.77542  -1.9442
H: -6.35782 2.29017 4.65071  0.3059
H: -7.33528 3.03588 5.86379  0.5045
H: -6.12028 3.99662 5.03730  0.3446
H: -4.00038 3.64221 7.95984  0.4170
H: -5.06253 4.71241 7.07003  0.3618
H: -3.61854 4.66760 5.13952  0.2900
H: -2.59850 4.88741 6.53723  0.4248
H: -1.67707 3.18021 4.96449  0.4083
H: -1.93284 2.55980 6.57453  0.3755
H: -4.52873 1.51958 3.29120  0.3795
H: -3.05132 2.44279 3.04668  0.3941
H: -4.43125 3.21221 3.76882  0.3509
H: -1.96497 0.19202 5.64448  0.3606
H: -1.74276 0.82602 4.03084  0.4256
H: -3.11723 -0.21920 4.37086  0.4585
H: -6.73135 1.35122 7.58146  0.4613
H: -6.80109 3.05789 8.02815  0.4745
H: -5.51772 2.05268 8.66100  0.3685
C: 8.46659 -0.76775 -4.42391  -1.8188
C: 7.05811 -1.00368 -3.80663  2.0315
C: 6.16502 -1.82135 -4.75937  -1.4300
C: 5.48465 -1.02941 -5.87468  -0.4725
C: 4.84497 0.24446 -5.33572  -1.1703
C: 5.83981 1.09844 -4.54523  1.6834
N: 6.47674 0.32284 -3.44097  0.2875
O: 5.57853 0.13682 -2.50717  -0.5019
C: 6.89910 1.64612 -5.52205  -1.8526
C: 5.14095 2.35648 -4.02127  -1.7577
C: 7.32099 -1.89325 -2.58223  -1.9722
H: 8.79780 0.26427 -4.31083  0.3258
H: 9.23458 -1.36223 -3.92797  0.5021
H: 8.50151 -1.01985 -5.48604  0.3405
H: 5.36866 -2.29675 -4.17538  0.4517
H: 6.74662 -2.63366 -5.20174  0.3448
H: 6.20348 -0.79723 -6.66624  0.2868
H: 4.71746 -1.65147 -6.34221  0.4101
H: 4.43262 0.82304 -6.16666  0.4233
H: 3.98930 -0.02226 -4.70622  0.2505
H: 7.63825 2.25855 -5.00153  0.3718
H: 6.42912 2.27778 -6.27883  0.4211
H: 7.43465 0.87640 -6.07403  0.3668
H: 4.28581 2.12879 -3.38463  0.3181
H: 4.76364 2.95700 -4.85005  0.4085
H: 5.83363 2.98025 -3.45089  0.4401
H: 7.91306 -1.36955 -1.82843  0.4653
H: 7.87305 -2.78551 -2.88224  0.4846
H: 6.39951 -2.24049 -2.11452  0.3634

Computed properties:
Multiplicity = 3
Gap between HOMO and LUMO = 7.379 eV
DFT total energy = -64537.906 eV
Strongest force on any atom = 3.1 eV Å⁻¹

=====

(2)
Computed, not measured: a molecular structure, C27H48NbO12 in a non-equilibrium geometry, with wB97M-V/def2-TZVPD.

Last column: Mulliken charge in e.
Element x y z (Å)
C: 1.07155 -2.15930 3.91485  -0.8291
C: -0.24047 -2.05680 3.11750  -0.2717
C: -0.01377 -1.64258 1.65514  -1.3064
Nb: 0.76289 0.47662 1.65191  -0.8110
H: 1.91734 -1.81464 3.31909  0.3077
H: 1.05293 -1.55191 4.81935  0.1169
H: 1.28290 -3.18652 4.21737  0.3755
H: -0.76341 -3.01755 3.16938  0.3320
H: -0.89577 -1.32557 3.59314  0.2739
H: -0.96497 -1.68530 1.11615  0.3403
H: 0.67111 -2.34350 1.16324  0.4009
H: 2.57177 0.02930 1.86063  -0.0516
H: 0.63191 0.64617 -0.22109  0.1205
H: -1.00429 1.08096 1.79014  0.0016
H: 0.65435 0.89377 3.43456  0.0643
H: 1.19931 2.26725 1.39576  0.0089
O: 1.02325 -0.33499 7.63031  -0.5799
C: 2.12440 -0.78712 7.72527  0.4968
O: 3.06870 -0.63168 6.77347  -0.3430
C: 4.25897 -1.36849 7.09851  -0.2605
C: 4.20827 -1.56230 8.61487  -0.2156
C: 2.70478 -1.63002 8.86006  -0.4976
H: 4.23221 -2.31922 6.56584  0.1714
H: 5.11139 -0.79425 6.74885  0.3315
H: 4.75879 -2.44106 8.93749  0.0701
H: 4.62580 -0.68939 9.11854  0.3008
H: 2.30867 -2.64185 8.74273  0.1928
H: 2.36460 -1.23987 9.81580  0.3307
O: 7.05616 -3.45894 7.32762  -0.5581
C: 6.53013 -4.43600 7.76688  0.5423
O: 5.19244 -4.63815 7.64820  -0.2533
C: 4.78632 -5.82086 8.35304  -0.4453
C: 6.05135 -6.67459 8.46120  -0.4692
C: 7.13718 -5.60346 8.53340  -0.5161
H: 4.40704 -5.52188 9.33306  0.2622
H: 3.98025 -6.27729 7.78557  0.2996
H: 6.02640 -7.35191 9.31117  0.3227
H: 6.17353 -7.26654 7.55419  0.2615
H: 7.32076 -5.26247 9.55476  0.2431
H: 8.09181 -5.87353 8.09059  0.3287
O: -3.50537 0.71101 -4.50004  -0.7355
C: -2.80284 1.01690 -3.56619  0.4924
O: -1.46901 1.00905 -3.68977  -0.2970
C: -0.83759 1.32189 -2.41008  -0.3244
C: -1.90432 2.06909 -1.62258  -0.4239
C: -3.18460 1.43063 -2.15895  -0.1694
H: -0.55270 0.38783 -1.93028  0.1674
H: 0.05927 1.89789 -2.61839  0.3598
H: -1.73283 1.94177 -0.55915  0.1691
H: -1.88853 3.12866 -1.87700  0.2674
H: -3.45497 0.52193 -1.61411  0.2923
H: -4.05042 2.08834 -2.18701  0.0529
O: -3.02596 4.76590 -4.42681  -0.6312
C: -2.82952 4.38409 -5.54711  0.6169
O: -1.82808 4.88802 -6.30072  -0.4032
C: -1.83834 4.30363 -7.62183  -0.4677
C: -2.60695 2.99309 -7.46872  -0.4874
C: -3.58139 3.33886 -6.34301  0.4548
H: -2.34986 4.99871 -8.29308  0.2592
H: -0.80542 4.18837 -7.93322  0.3449
H: -3.07190 2.66027 -8.39346  0.4178
H: -1.92908 2.21355 -7.12559  0.1105
H: -4.51448 3.78810 -6.69306  0.3055
H: -3.80626 2.49158 -5.70282  -0.4683
O: -9.39813 1.44822 -6.26265  -0.5998
C: -8.53271 1.50043 -5.43570  0.4970
O: -7.58849 0.54404 -5.32735  -0.3608
C: -6.72761 0.79378 -4.19434  -0.1068
C: -6.86108 2.29265 -3.92204  -0.0952
C: -8.29456 2.56241 -4.36960  -0.5265
H: -7.09405 0.19412 -3.35777  0.2399
H: -5.71739 0.49196 -4.44724  0.0773
H: -6.65667 2.55077 -2.88569  0.4218
H: -6.15931 2.84180 -4.55058  -0.0819
H: -9.02139 2.39179 -3.57186  0.2458
H: -8.47807 3.54894 -4.78693  0.3185
O: 0.35981 2.10524 -7.74967  -0.5471
C: 1.26802 1.75815 -7.04970  0.4168
O: 2.55675 1.84389 -7.45421  -0.4129
C: 3.43227 1.27975 -6.45747  -0.4565
C: 2.64425 1.33435 -5.14855  -0.6113
C: 1.21105 1.17400 -5.65014  0.2607
H: 3.66348 0.25452 -6.75446  0.2400
H: 4.34766 1.86508 -6.46235  0.3450
H: 2.96023 0.57761 -4.43538  0.3703
H: 2.76636 2.31244 -4.68329  0.3003
H: 0.90657 0.12880 -5.74021  0.2484
H: 0.44755 1.68155 -5.06838  -0.1744

Computed properties:
Total charge = -1
Multiplicity = 1
Gap between HOMO and LUMO = 6.389 eV
DFT total energy = -54893.970 eV
Strongest force on any atom = 1.4 eV Å⁻¹

=====

(3)
Computed, not measured: 8 unconnected molecules or ions with the total composition C27H48O24 in a non-equilibrium geometry, with wB97M-V/def2-TZVPD.

Last column: Mulliken charge in e.
Element x y z (Å)
C: 2.98840 3.69151 1.00849  -1.6018
C: 2.01640 2.62651 0.67349  0.5878
C: 2.58340 1.61751 -0.35551  -0.0091
O: 2.68240 0.49351 0.55549  -0.3459
C: 2.24540 0.67451 1.73149  0.4153
O: 2.26340 -0.14649 2.60949  -0.6632
O: 1.73240 1.84051 1.86349  0.0618
H: 2.54040 4.31151 1.76449  0.3868
H: 3.24140 4.20151 0.07849  0.4323
H: 3.86940 3.24051 1.47449  0.3700
H: 1.18640 3.10051 0.10449  0.1643
H: 3.59740 1.79551 -0.70051  0.2766
H: 1.93140 1.48951 -1.17451  -0.0922
C: 1.50840 1.86351 -8.09651  -1.5513
C: 0.65440 1.85151 -6.86951  0.5109
C: 0.53040 0.54551 -6.08651  -0.4549
O: 0.72640 0.97351 -4.73351  0.0973
C: 1.05440 2.24251 -4.72451  0.5055
O: 1.34740 2.82651 -3.68951  -0.5916
O: 1.01640 2.82051 -5.87551  -0.3551
H: 1.35840 2.86951 -8.55751  0.3728
H: 1.13340 1.13151 -8.90851  0.3208
H: 2.55340 1.81351 -7.97851  0.3956
H: -0.28860 2.09251 -7.23951  0.2249
H: 1.35240 -0.15649 -6.32551  0.2508
H: -0.38160 0.04651 -6.23451  0.3821
C: 0.18840 -2.77449 0.52849  -0.4131
C: 0.19540 -3.18449 2.03649  0.2925
C: -1.20960 -3.43249 2.59749  0.7488
O: -1.07060 -4.67849 3.15349  -0.3832
C: 0.03740 -5.24049 2.79249  0.4654
O: 0.32840 -6.38249 3.00149  -0.5849
O: 0.82040 -4.36649 2.15349  -0.4864
H: 0.64440 -1.80249 0.20049  -0.2204
H: -0.78960 -2.80049 0.08849  -0.0962
H: 0.69940 -3.59649 -0.02951  0.4801
H: 0.75040 -2.45249 2.56349  0.4001
H: -1.94360 -3.56149 1.78049  0.0800
H: -1.53060 -2.43949 3.15549  -0.2518
C: 1.94940 5.80951 7.36049  -0.6548
O: 1.50740 4.53551 6.92749  -0.2791
C: 1.17840 4.54051 5.68949  0.6564
O: 1.21840 5.62051 4.87249  -0.6230
O: 0.70840 3.31851 5.26649  -0.1153
C: -0.09460 3.30051 4.07049  -0.1167
H: 2.77640 6.09551 6.70049  0.3219
H: 2.37140 5.62551 8.37049  0.2440
H: 1.23040 6.68351 7.53649  0.2637
H: 0.48940 3.89051 3.35349  0.3276
H: -1.16260 3.55451 4.10949  0.3234
H: -0.00860 2.37951 3.59449  -0.4053
C: 4.82240 -0.59349 -2.44551  -0.7512
O: 3.41040 -0.32849 -2.75851  -0.1249
C: 2.52140 -1.39049 -2.62151  0.7226
O: 2.77940 -2.57849 -1.88451  -0.6784
O: 1.41040 -1.06649 -3.17751  0.0917
C: 0.43540 -1.98949 -3.34451  -0.8524
H: 5.35440 0.01851 -3.06251  0.2224
H: 4.93140 -1.68949 -2.55751  0.3481
H: 4.79340 -0.21149 -1.46351  0.2661
H: 0.79140 -2.90549 -3.83051  0.4883
H: -0.22460 -1.60149 -4.04451  0.2037
H: -0.26160 -2.17749 -2.55051  0.0632
C: -3.67160 -1.16949 5.24449  -0.8558
O: -2.46960 -0.66749 4.73349  -0.0081
C: -1.55060 -0.18249 5.55649  0.5253
O: -1.82560 0.34851 6.94049  -0.6698
O: -0.26460 -0.34749 5.21749  0.0406
C: 0.74440 -0.18649 6.12749  -0.9077
H: -3.91260 -0.76549 6.18449  0.4173
H: -3.43360 -2.29249 5.31049  0.2650
H: -4.37860 -0.84049 4.49849  0.2485
H: 1.77540 -0.36149 5.78449  0.2022
H: 0.50040 -0.82649 6.93449  0.3714
H: 0.59440 0.79851 6.45649  0.3844
C: -4.58960 -4.35349 -6.02551  -0.6500
O: -4.88760 -3.71649 -4.77551  -0.3390
C: -3.93160 -3.47849 -3.90051  0.7690
O: -2.60260 -3.41449 -4.33851  -0.6224
O: -4.41060 -3.17849 -2.74751  -0.3532
C: -3.59860 -2.60149 -1.78251  -0.3156
H: -5.37660 -4.27649 -6.74851  0.2773
H: -4.57460 -5.44549 -5.87851  0.2947
H: -3.60760 -4.08549 -6.47651  0.2824
H: -2.59160 -2.30549 -2.16051  -0.0292
H: -3.42360 -3.33149 -0.98351  0.2553
H: -4.11560 -1.81049 -1.35451  0.3914
C: -1.64660 0.33551 2.05049  -0.1123
O: -1.93460 -0.10449 0.73649  -0.3540
C: -1.58160 0.48151 -0.36051  0.8559
O: -0.64960 1.58351 -0.36751  -0.6809
O: -2.21160 -0.01849 -1.44251  -0.1449
C: -1.88360 0.59051 -2.67251  -0.6801
H: -1.23160 1.35651 2.02849  0.4113
H: -0.87260 -0.36349 2.51749  -0.2727
H: -2.60560 0.41451 2.64449  0.1328
H: -0.90560 0.97251 -2.91051  0.1938
H: -2.50760 1.43351 -3.01051  0.3872
H: -1.85860 -0.17549 -3.47751  0.2265

Computed properties:
Multiplicity = 1
Gap between HOMO and LUMO = 10.026 eV
ΔE to the lowest compared entry with this formula, charge and spin = 9.892 eV
DFT total energy = -77906.974 eV
Strongest force on any atom = 9.2 eV Å⁻¹
SMILES = C[C@H]1COC(=O)O1.C[C@H]1COC(=O)O1.C[C@H]1COC(=O)O1.COC(=O)OC.COC(=O)OC.COC(=O)OC.COC(=O)OC.COC(=O)OC

=====

(4)
Computed, not measured: a molecular structure, C27H49As3BrFeN6O2S in a non-equilibrium geometry, with wB97M-V/def2-TZVPD.

Last column: Mulliken charge in e.
Element x y z (Å)
Fe: 0.65999 -0.43706 -0.29756  0.9844
C: -2.18129 0.28556 -3.06599  -1.3643
As: -1.51554 -0.75150 -1.57790  1.3066
C: -1.73924 -2.52893 -2.30271  -1.2126
C: -2.97793 -0.74126 -0.28674  -2.0173
C: -3.33760 0.56933 0.44277  2.5722
C: -4.63554 0.27884 1.20806  -1.9354
C: -2.26248 0.94503 1.45877  -1.4218
As: -0.46582 1.36320 0.85610  1.0518
C: 0.37281 1.63622 2.56264  -1.2129
C: -0.50447 3.14698 0.12834  -1.2617
C: -3.55936 1.70415 -0.56731  -1.4025
As: -4.19992 3.55678 -0.16237  0.4823
C: -4.05357 3.83124 1.77767  -1.0903
C: -6.12100 3.19997 -0.19249  -1.1289
H: -3.26713 0.26990 -3.01303  0.5416
H: -1.86177 -0.21258 -3.98089  0.5019
H: -1.82181 1.30772 -3.06007  0.3835
H: -2.80382 -2.66137 -2.49386  0.4715
H: -1.37500 -3.27142 -1.60583  0.2285
H: -1.19063 -2.60991 -3.24022  0.3828
H: -2.72528 -1.52678 0.43272  0.2398
H: -3.85465 -1.09207 -0.83843  0.8349
H: -4.52036 -0.59683 1.85122  0.4058
H: -5.45250 0.08326 0.51127  0.4961
H: -4.92383 1.11913 1.83754  0.2959
H: -2.12335 0.14690 2.19057  0.4290
H: -2.56688 1.84022 2.00256  0.5098
H: -0.28105 2.28496 3.14382  0.5377
H: 1.34298 2.11337 2.43445  0.3453
H: 0.49407 0.67832 3.05901  0.2052
H: -1.05363 3.77916 0.82451  0.4479
H: -0.97591 3.18713 -0.84989  0.3558
H: 0.51897 3.51119 0.03945  0.4445
H: -4.30618 1.37591 -1.29618  0.7314
H: -2.63810 1.87083 -1.12700  -0.5593
H: -3.02203 3.97674 2.09791  0.2741
H: -4.52240 3.06006 2.38587  0.3091
H: -4.58131 4.76872 1.95589  0.4344
H: -6.40546 2.81804 -1.17212  0.3306
H: -6.63792 4.14518 -0.03266  0.4308
H: -6.43030 2.49539 0.57770  0.3152
C: 5.76288 2.23786 -0.29113  -0.7007
C: 4.39434 2.73152 -0.69403  -0.7170
N: 3.48232 1.59218 -0.66096  0.2594
C: 3.51882 0.61744 0.27409  0.0492
N: 2.56350 -0.34250 0.27487  0.0555
C: 2.90508 -1.47581 1.17954  -0.7825
C: 3.36924 -0.99134 2.53196  -0.2647
C: 4.65328 -0.24275 2.31058  -0.9650
N: 4.55304 0.62485 1.13255  0.2155
C: 5.64073 1.61481 1.07652  -0.7446
H: 6.48829 3.04879 -0.26942  0.3774
H: 6.10789 1.49390 -1.01290  0.3006
H: 4.39515 3.12836 -1.70763  0.4176
H: 4.05739 3.52664 -0.02204  0.3228
H: 2.60622 1.67051 -1.15496  -0.1404
H: 3.69054 -2.08419 0.71660  0.5504
H: 2.04581 -2.11040 1.28570  0.1227
H: 3.54144 -1.81922 3.21883  0.4479
H: 2.60090 -0.34590 2.96412  0.0419
H: 5.48180 -0.93776 2.15345  0.3758
H: 4.91134 0.38718 3.16356  0.4518
H: 6.55911 1.09879 1.35717  0.3925
H: 5.45297 2.38114 1.83401  0.3581
Br: -1.31141 -7.49240 1.46783  -0.1232
C: -1.29759 -5.71123 2.04735  -0.1716
C: -1.87583 -5.37151 3.26809  -0.2286
N: -1.90009 -4.12770 3.74442  -0.6093
C: -1.33555 -3.17764 3.00710  -0.4330
C: -0.74056 -3.42435 1.77542  0.1281
C: -0.71926 -4.72499 1.27956  -0.7216
C: -0.15719 -2.32963 0.98928  0.8764
O: -0.00185 -1.16130 1.47497  -0.6126
O: 0.21239 -2.49007 -0.20412  -1.0388
H: -2.33421 -6.13789 3.88213  0.4142
H: -1.35502 -2.17149 3.41203  0.5575
H: -0.25466 -4.95112 0.32915  0.5860
S: 0.91480 0.98058 -2.19712  -0.6692
C: 1.69951 -0.15101 -3.25414  0.5727
N: 2.73067 -0.90468 -2.92476  0.0515
C: 3.19958 -1.74125 -4.03809  -0.5992
C: 2.26015 -1.30838 -5.18973  -0.5696
N: 1.34295 -0.37432 -4.51258  -0.1419
H: 3.11471 -0.89728 -1.99031  -0.0290
H: 3.09522 -2.79688 -3.79684  0.3455
H: 4.24458 -1.53318 -4.25407  0.3578
H: 1.70703 -2.14695 -5.60437  0.3143
H: 2.79155 -0.80735 -5.99545  0.3490
H: 0.69420 0.22820 -4.99179  0.2971

Computed properties:
Total charge = +2
Multiplicity = 2
Gap between HOMO and LUMO (alpha / beta) = 6.408 / 7.651 eV
ΔE to the lowest compared entry with this formula, charge and spin = 0.466 eV
DFT total energy = -339598.855 eV
Strongest force on any atom = 1.8 eV Å⁻¹

=====

What is the formula in the second record?
C27H48NbO12

=====

Look up the multiplicity of the first one.
3